(1)
DFT (the ωB97M-V functional and the def2-TZVPD basis) results for an isolated ion of composition C5H11N2O and charge +1 at a distorted geometry.

ORCA input file:
```
! wB97M-V def2-TZVPD RIJCOSX def2/J DEFGRID3
* xyz 1 3
H 1.294 0.834 0.328
H 3.457 1.018 1.134
H -3.811 0.221 0.366
H -3.299 -1.483 0.172
H 4.379 0.790 -0.354
N -1.739 -0.074 -0.151
C -3.001 -0.432 0.446
C -1.635 1.089 -0.789
N 0.547 -1.009 -0.222
H -2.773 -0.397 1.500
H -1.122 -2.006 0.391
C 1.508 -0.157 -0.022
O 2.767 -0.478 -0.266
C 3.813 0.331 0.383
H -0.822 1.626 -1.097
H 4.228 -0.485 0.915
H -2.521 1.767 -0.576
H 0.980 -1.893 -0.250
C -0.825 -1.122 -0.092
*
```

## Properties
Gap between HOMO and LUMO (spin up / spin down) (eV): 6.34 / 10.10
Electronic energy (eV): -10379.2696
Relative energy (zero: lowest compared OMol25 entry of this formula, charge and spin) (eV): 2.950

(2)
DFT (the ωB97M-V functional and the def2-TZVPD basis) results for a 2-piece molecular cluster, C5H11N2OP overall at a distorted geometry.

ORCA input file:
```
! wB97M-V def2-TZVPD RIJCOSX def2/J DEFGRID3
* xyz 0 1
H 1.926 2.150 -1.933
H -1.238 -0.343 -2.577
C -0.435 -1.252 1.845
H 2.756 -0.006 -0.448
H -2.560 -1.369 -1.583
H -0.608 -0.044 3.539
P -0.785 0.974 0.089
C 1.230 1.346 -1.623
H -0.647 -1.616 -1.596
H 0.259 -1.782 1.200
N 0.942 1.223 -0.240
C -0.080 -0.038 2.594
H 1.239 -0.699 -1.074
H 0.899 0.476 2.527
O -1.387 2.299 0.311
N -0.967 0.025 1.536
H -1.234 -1.756 2.344
C 1.743 0.173 -0.858
C -1.471 -1.024 -1.712
H 0.419 1.264 -2.341
*
```

## Properties
Gap between HOMO and LUMO (eV): 8.20
Electronic energy (eV): -19675.3538
Relative energy (zero: lowest compared OMol25 entry of this formula, charge and spin) (eV): 2.599